(1)
DFT (ωB97M-V/def2-TZVPD) results for C22H50B2F8MnN7O5 as an isolated structure.

## Properties
* E: -98692.4316 eV
* net charge: +3
* 2S+1: 6
* energy relative to the best compared isomer or geometry (same formula, charge and spin): 0.000 eV
* highest occupied orbital energy (alpha / beta): -16.52 / -16.52 eV
* orbital gap (alpha / beta): 9.90 / 9.50 eV

Each line ends with the Mulliken charge.
Cartesian coordinates (Å):
Mn  2.82  -1.31  3.30  1.202
N  0.39  -0.38  1.12  0.370
O  -0.58  0.24  1.57  -0.669
O  0.43  -0.78  -0.06  -0.208
O  1.35  -0.60  1.90  -0.091
C  -5.57  3.85  -0.81  -1.013
C  -5.80  2.39  -1.22  -0.636
N  -4.78  1.49  -0.68  0.174
C  -3.60  1.22  -1.32  -1.045
C  -2.95  0.27  -0.59  -0.425
N  -3.72  0.04  0.51  0.303
C  -4.85  0.74  0.41  0.046
C  -3.51  -0.96  1.56  -0.732
H  -5.79  3.99  0.25  0.336
H  -6.19  4.50  -1.42  0.374
H  -4.50  4.09  -0.86  0.285
H  -5.75  2.30  -2.30  0.357
H  -6.81  2.09  -0.94  0.383
H  -3.27  1.77  -2.18  0.465
H  -2.03  -0.27  -0.74  0.739
H  -5.68  0.76  1.09  0.456
H  -2.84  -0.59  2.34  0.260
H  -3.06  -1.86  1.17  0.237
H  -4.48  -1.18  2.00  0.390
C  4.58  -1.49  -2.45  -1.049
C  3.49  -0.50  -2.01  -0.259
N  2.63  -0.11  -3.15  0.326
C  1.39  -0.60  -3.45  -0.210
C  1.02  -0.08  -4.65  -0.876
N  2.02  0.80  -5.01  0.141
C  2.96  0.79  -4.07  -0.035
C  2.01  1.62  -6.22  -0.858
H  5.41  -1.39  -1.75  0.387
H  4.98  -1.19  -3.42  0.374
H  4.21  -2.51  -2.39  0.252
H  3.92  0.44  -1.67  0.403
H  2.83  -0.88  -1.24  -0.116
H  0.86  -1.21  -2.74  0.498
H  0.07  -0.10  -5.15  0.423
H  3.95  1.21  -4.18  0.464
H  0.97  1.93  -6.37  0.334
H  2.29  1.04  -7.09  0.318
H  2.57  2.54  -6.06  0.381
C  1.71  4.58  1.67  -0.790
N  0.25  4.53  1.79  0.061
C  -0.35  5.92  1.65  -0.920
C  -0.28  3.77  0.63  -1.164
C  -0.23  3.85  3.03  -0.309
C  0.33  4.42  4.31  -0.610
O  -0.51  5.53  4.65  -0.529
H  2.19  5.25  2.38  0.440
H  2.00  5.00  0.70  0.415
H  2.12  3.57  1.75  0.236
H  -1.42  5.85  1.79  0.361
H  0.01  6.31  0.71  0.437
H  0.11  6.55  2.41  0.374
H  0.19  2.79  0.55  0.348
H  -0.07  4.30  -0.30  0.405
H  -1.35  3.59  0.78  0.491
H  0.09  2.81  2.94  0.184
H  -1.31  3.88  3.11  0.482
H  1.34  4.80  4.14  0.163
H  0.45  3.67  5.09  0.557
H  -0.58  5.61  5.60  0.343
C  0.70  -6.04  0.74  -1.113
N  0.58  -5.37  -0.60  0.077
C  1.94  -4.90  -1.03  -0.736
C  0.06  -6.43  -1.53  -0.817
C  -0.42  -4.29  -0.44  0.042
C  -1.07  -3.77  -1.73  -0.528
O  -0.14  -3.58  -2.77  -0.458
H  -0.20  -6.51  1.11  0.366
H  1.00  -5.21  1.38  0.565
H  1.52  -6.75  0.67  0.412
H  2.20  -4.03  -0.44  0.195
H  1.86  -4.67  -2.08  0.377
H  2.61  -5.74  -0.85  0.397
H  -0.93  -6.72  -1.18  0.368
H  0.73  -7.28  -1.51  0.436
H  0.01  -6.02  -2.54  0.317
H  -0.05  -3.43  0.11  -0.296
H  -1.22  -4.73  0.15  0.449
H  -1.58  -2.86  -1.39  0.046
H  -1.96  -4.34  -2.01  0.575
H  -0.55  -3.77  -3.62  0.305
B  1.17  -3.56  3.33  0.736
F  1.10  -2.38  4.12  -0.340
F  1.75  -4.59  4.00  -0.277
F  -0.12  -3.83  2.91  -0.357
F  2.10  -3.13  2.28  -0.436
B  2.56  1.10  4.53  0.389
F  1.57  0.07  4.58  -0.245
F  2.88  1.52  5.77  -0.294
F  3.71  0.40  3.95  -0.479
F  2.10  2.13  3.73  -0.106


(2)
DFT (ωB97M-V/def2-TZVPD) results for C22H50ClLiO11 as an isolated structure.

## Properties
* E: -58864.9171 eV
* net charge: -1
* 2S+1: 2
* highest occupied orbital energy (alpha / beta): -0.08 / -7.46 eV
* orbital gap (alpha / beta): 2.13 / 9.72 eV

Each line ends with the Mulliken charge.
Cartesian coordinates (Å):
Li  0.31  0.92  -3.15  0.161
Cl  1.25  -0.65  -0.89  1.261
O  1.20  0.82  -0.98  -0.674
O  0.66  -1.02  0.34  -0.313
O  0.43  -1.21  -1.98  -0.684
O  2.58  -1.11  -0.80  -0.691
C  -1.80  4.30  -1.89  -0.650
C  -0.79  5.01  -2.72  -0.689
C  -0.43  3.81  -3.46  0.326
O  -0.57  2.62  -2.68  -0.390
C  -1.27  2.94  -1.48  0.346
H  -2.68  4.09  -2.49  0.315
H  -2.03  4.85  -0.98  0.410
H  0.07  5.47  -2.24  0.279
H  -1.19  5.82  -3.33  0.318
H  0.61  3.94  -3.75  0.107
H  -1.11  3.75  -4.32  0.271
H  -0.46  2.92  -0.74  0.050
H  -2.06  2.24  -1.25  -0.625
C  -0.55  2.11  4.94  -0.646
C  0.75  2.21  4.26  -0.419
C  0.31  1.88  2.86  0.238
O  -0.86  2.70  2.74  -0.439
C  -1.62  2.59  3.92  -0.425
H  -0.51  2.75  5.82  0.387
H  -0.74  1.10  5.29  0.195
H  1.45  1.43  4.57  0.160
H  1.27  3.17  4.26  0.309
H  0.11  0.84  2.60  -0.191
H  1.10  2.18  2.16  0.309
H  -2.51  1.96  3.87  0.216
H  -1.82  3.63  4.17  0.339
C  1.95  -2.72  5.15  -0.787
C  1.37  -1.53  4.32  -0.230
C  2.17  -1.73  3.03  0.689
O  3.50  -2.21  3.50  -0.475
C  3.47  -2.56  4.89  -0.522
H  1.65  -3.65  4.67  0.324
H  1.62  -2.76  6.19  0.402
H  1.70  -0.67  4.90  0.067
H  0.28  -1.54  4.33  0.206
H  2.22  -0.73  2.59  0.142
H  1.69  -2.50  2.43  -0.483
H  3.80  -1.76  5.56  0.276
H  4.03  -3.48  5.07  0.339
C  -2.52  0.02  0.45  0.871
C  -3.89  0.10  -0.22  -0.662
C  -4.97  -0.43  0.74  -0.562
O  -4.17  -1.23  1.63  -0.499
C  -2.76  -1.22  1.28  -0.122
H  -2.38  0.81  1.19  -0.240
H  -1.62  0.01  -0.16  -0.385
H  -3.92  -0.57  -1.08  0.214
H  -4.16  1.10  -0.56  0.364
H  -5.73  -0.88  0.11  0.314
H  -5.48  0.36  1.30  0.287
H  -2.53  -2.11  0.69  0.268
H  -2.19  -1.22  2.21  0.067
C  1.02  -4.54  0.69  -0.836
C  2.54  -4.81  0.79  -0.479
O  3.42  -3.73  0.82  -0.445
H  0.60  -4.26  1.65  0.209
H  0.55  -5.48  0.42  0.454
H  0.54  -3.95  -0.08  0.122
H  2.74  -5.43  -0.09  0.395
H  2.87  -5.51  1.56  0.303
H  3.42  -3.39  -0.08  0.279
C  -2.12  -1.88  -4.42  -1.163
C  -1.31  -0.77  -4.98  0.230
O  -1.34  0.27  -4.02  -0.603
H  -2.13  -2.87  -4.88  0.379
H  -3.17  -1.61  -4.52  0.345
H  -1.86  -2.09  -3.39  0.210
H  -1.60  -0.49  -6.00  0.189
H  -0.27  -1.09  -5.00  0.126
H  -2.24  0.59  -3.96  0.293
C  3.26  -0.18  -4.69  -0.940
C  2.95  1.26  -4.20  -0.057
O  1.56  1.39  -4.59  -0.744
H  2.69  -0.93  -4.14  0.185
H  4.35  -0.26  -4.63  0.402
H  2.97  -0.24  -5.74  0.271
H  3.60  1.94  -4.74  0.410
H  3.13  1.46  -3.14  0.200
H  1.60  1.64  -5.51  0.246


(3)
DFT (ωB97M-V/def2-TZVPD) results for a 3-piece molecular cluster, C22H50NO5Si4 overall.

## Properties
* E: -66855.1329 eV
* net charge: +1
* highest occupied orbital energy: -11.23 eV
* orbital gap: 5.61 eV

Each line ends with the Mulliken charge.
Cartesian coordinates (Å):
C  -6.55  1.59  -0.22  -0.296
O  -6.86  0.22  0.20  -0.351
C  -5.72  -0.70  0.08  -0.298
C  -5.51  -1.51  1.52  -0.646
C  -4.92  -0.57  2.73  -0.633
C  -3.58  0.20  2.16  0.106
C  -2.27  -0.71  1.78  -0.267
C  -0.94  0.06  1.15  0.398
C  0.45  -0.72  0.69  0.288
O  1.24  -1.33  1.61  -0.451
O  0.79  -0.66  -0.76  -0.382
C  -1.07  1.70  0.95  -0.382
C  -2.47  2.45  1.42  -0.313
N  -3.67  1.70  1.99  0.006
H  -7.41  1.91  -0.98  0.247
H  -6.67  2.28  0.72  0.143
H  -5.54  1.73  -0.80  0.092
H  -4.73  -0.24  -0.34  0.218
H  -6.05  -1.54  -0.69  0.315
H  -4.79  -2.42  1.32  0.321
H  -6.58  -1.90  1.83  0.359
H  -5.72  0.21  3.14  0.301
H  -4.68  -1.31  3.63  0.317
H  -2.26  -1.89  1.94  0.359
H  0.56  0.28  -1.07  0.360
H  -0.17  2.31  0.48  0.380
H  -2.60  3.61  1.27  0.370
H  -4.57  2.18  2.26  0.344
O  -0.53  4.81  -3.03  -0.252
Si  -2.06  4.61  -3.69  0.419
C  -1.96  4.53  -5.57  -1.001
C  -3.18  6.05  -3.22  -1.011
C  -2.86  3.03  -3.08  -0.857
Si  0.74  5.91  -3.08  0.385
C  2.16  5.37  -1.99  -1.041
C  0.16  7.61  -2.49  -0.987
C  1.38  6.08  -4.84  -0.999
H  -1.61  5.48  -5.98  0.294
H  -2.94  4.31  -6.00  0.370
H  -1.26  3.74  -5.88  0.285
H  -3.20  6.17  -2.13  0.270
H  -4.19  5.88  -3.57  0.392
H  -2.81  6.98  -3.65  0.289
H  -2.98  3.04  -1.99  -0.014
H  -2.26  2.15  -3.36  0.386
H  -3.86  2.91  -3.53  0.306
H  1.84  5.29  -0.94  0.276
H  2.98  6.10  -2.04  0.304
H  2.56  4.40  -2.31  0.289
H  -0.59  8.02  -3.18  0.292
H  1.00  8.30  -2.44  0.378
H  -0.29  7.53  -1.50  0.271
H  0.62  6.51  -5.49  0.297
H  1.66  5.11  -5.24  0.285
H  2.26  6.73  -4.87  0.371
O  5.06  -5.37  1.99  -0.509
Si  3.67  -4.44  1.98  0.517
C  3.30  -3.79  3.70  -0.975
C  2.19  -5.46  1.40  -0.982
C  3.84  -2.96  0.83  -0.515
Si  5.64  -6.77  2.72  0.460
C  7.39  -7.16  2.15  -1.028
C  4.55  -8.24  2.28  -0.996
C  5.66  -6.57  4.59  -0.997
H  3.07  -4.61  4.39  0.302
H  2.45  -3.11  3.69  0.357
H  4.17  -3.24  4.10  0.287
H  2.40  -5.91  0.43  0.285
H  1.30  -4.83  1.31  0.351
H  1.98  -6.26  2.11  0.298
H  4.02  -3.29  -0.20  0.313
H  4.67  -2.32  1.14  0.306
H  2.92  -2.36  0.84  -0.134
H  7.43  -7.31  1.07  0.285
H  7.75  -8.07  2.64  0.301
H  8.07  -6.34  2.41  0.285
H  3.55  -8.11  2.71  0.284
H  4.97  -9.17  2.68  0.382
H  4.45  -8.34  1.20  0.275
H  4.65  -6.46  4.98  0.288
H  6.24  -5.68  4.87  0.275
H  6.12  -7.44  5.06  0.379


(4)
DFT (ωB97M-V/def2-TZVPD) results for C22H50P2Si2Zn as an isolated structure.

## Properties
* E: -106368.8545 eV
* energy relative to the best compared isomer or geometry (same formula, charge and spin): 3.839 eV
* highest occupied orbital energy: -4.35 eV
* orbital gap: 4.75 eV

Each line ends with the Mulliken charge.
Cartesian coordinates (Å):
P  -0.18  -2.42  -3.74  1.216
P  0.08  1.53  -3.55  1.467
C  -0.68  -1.01  -4.80  -1.286
C  0.24  0.22  -4.92  -1.146
H  -1.72  -0.72  -4.58  0.554
H  -0.74  -1.49  -5.79  0.632
H  1.30  -0.07  -5.04  0.444
H  -0.01  0.74  -5.87  0.574
C  -1.49  2.28  -4.14  -1.419
H  -1.86  2.97  -3.37  0.445
H  -2.28  1.52  -4.31  0.338
H  -1.35  2.83  -5.08  0.436
C  1.39  2.69  -4.03  -1.499
H  1.05  3.35  -4.85  0.405
H  2.30  2.16  -4.35  0.348
H  1.64  3.30  -3.16  0.419
C  -1.40  -3.65  -4.20  -1.477
H  -1.48  -4.42  -3.41  0.375
H  -1.03  -4.10  -5.13  0.449
H  -2.37  -3.16  -4.36  0.421
C  1.38  -2.98  -4.44  -1.611
H  2.10  -2.15  -4.55  0.350
H  1.13  -3.39  -5.43  0.511
H  1.82  -3.76  -3.81  0.428
Zn  0.03  -1.01  2.84  -0.072
C  0.42  1.44  -1.50  -0.130
C  -0.98  1.19  -1.54  -1.405
C  -1.58  -0.12  -1.84  1.166
C  -1.16  -1.39  -1.11  -1.256
C  -0.25  -2.37  -1.98  0.784
C  1.18  -2.01  -1.94  -1.895
C  1.66  -0.65  -2.01  0.543
C  1.33  0.39  -0.93  -0.614
C  -0.04  -2.97  2.73  -1.120
H  0.76  2.47  -1.36  0.939
H  -1.70  1.99  -1.31  0.538
H  -1.37  -0.32  -2.90  -1.624
H  -2.69  -0.04  -1.85  0.494
H  -0.63  -1.17  -0.17  -0.313
H  -2.08  -1.93  -0.84  0.546
H  -0.46  -3.40  -1.65  0.926
H  1.90  -2.82  -1.78  0.434
H  1.28  -0.23  -2.98  -1.209
H  2.76  -0.70  -2.15  0.530
H  0.90  -0.05  -0.03  -0.262
H  2.28  0.81  -0.61  0.428
H  0.77  -3.41  3.34  0.349
H  0.07  -3.33  1.70  0.184
H  -0.99  -3.33  3.14  0.373
C  -1.64  2.76  5.14  -1.132
Si  -1.59  1.09  4.29  0.215
C  -1.75  -0.24  5.63  -1.101
C  -3.11  0.92  3.21  -1.010
C  -0.05  0.87  3.26  -0.139
Si  1.61  1.10  4.08  0.174
C  1.82  0.03  5.62  -1.014
C  2.97  0.59  2.90  -0.871
C  1.90  2.88  4.59  -1.059
H  -2.66  2.93  5.52  0.330
H  -1.40  3.58  4.45  0.336
H  -0.96  2.84  6.00  0.323
H  -2.75  -0.17  6.07  0.361
H  -1.64  -1.26  5.22  0.317
H  -1.02  -0.12  6.44  0.324
H  -3.22  1.80  2.57  0.299
H  -3.06  0.04  2.56  0.275
H  -4.01  0.83  3.83  0.324
H  -0.12  1.50  2.36  0.692
H  1.83  -1.04  5.37  0.308
H  2.79  0.26  6.09  0.359
H  1.04  0.20  6.37  0.269
H  2.78  0.97  1.89  0.098
H  3.92  1.03  3.25  0.343
H  3.11  -0.49  2.84  0.360
H  1.89  3.54  3.72  0.276
H  1.17  3.25  5.32  0.300
H  2.90  2.94  5.05  0.333


(5)
DFT (ωB97M-V/def2-TZVPD) results for C22H51BFeN4O2Si2 as an isolated structure.

## Properties
* E: -84509.6866 eV
* 2S+1: 5
* energy relative to the best compared isomer or geometry (same formula, charge and spin): 5.528 eV
* highest occupied orbital energy (alpha / beta): -3.23 / -5.45 eV
* orbital gap (alpha / beta): 3.05 / 5.27 eV

Each line ends with the Mulliken charge.
Cartesian coordinates (Å):
O  1.55  1.27  2.48  -0.498
O  3.60  1.48  1.40  0.236
C  0.45  2.19  2.47  0.477
C  -0.11  2.54  3.83  -1.582
H  -0.34  1.74  1.86  -0.301
H  0.81  3.08  1.96  0.361
H  -0.82  1.78  4.17  0.448
H  -0.67  3.47  3.70  0.434
H  0.64  2.70  4.62  0.322
C  1.22  0.00  3.16  0.267
C  2.49  -0.43  3.83  -1.293
H  0.86  -0.69  2.39  -0.183
H  0.40  0.22  3.87  0.454
H  3.29  -0.64  3.12  0.102
H  2.29  -1.31  4.44  0.433
H  2.84  0.38  4.49  0.299
C  3.99  0.54  0.38  0.259
C  4.11  2.81  1.23  -0.408
C  3.42  -0.81  0.70  -1.330
H  5.08  0.58  0.42  0.417
H  3.67  0.90  -0.61  0.076
H  3.92  -1.22  1.60  0.384
H  3.69  -1.40  -0.18  0.438
H  2.33  -0.85  0.84  0.062
C  4.89  3.18  2.44  -1.259
H  3.25  3.44  1.00  0.261
H  4.74  2.78  0.35  0.515
H  4.33  2.98  3.36  0.265
H  5.17  4.22  2.39  0.445
H  5.79  2.56  2.51  0.316
H  2.81  1.41  2.12  0.545
Fe  -1.17  -0.96  -1.13  -1.079
C  -0.56  0.63  -1.50  0.505
Si  0.08  2.19  -2.28  0.075
H  0.36  0.00  -1.17  -0.238
H  -1.08  0.95  -0.55  -0.046
C  0.06  3.45  -0.88  -0.465
C  -0.96  2.59  -3.80  -1.121
C  1.96  2.04  -2.52  -0.771
C  -2.45  -0.41  -2.32  0.080
Si  -4.14  -1.22  -2.23  0.475
H  -1.90  -0.55  -3.28  0.265
H  -2.77  0.66  -2.30  0.005
C  -5.15  -0.54  -3.68  -1.313
C  -5.01  -0.72  -0.64  -1.052
C  -4.02  -3.08  -2.35  -1.103
H  2.29  2.58  -3.42  0.430
H  2.26  0.99  -2.56  0.170
H  2.45  2.51  -1.65  0.001
H  -0.80  3.31  -0.21  0.317
H  0.11  4.47  -1.28  0.468
H  0.99  3.26  -0.31  -0.445
H  -1.91  3.07  -3.55  0.299
H  -1.18  1.67  -4.35  0.293
H  -0.43  3.27  -4.48  0.387
H  -4.52  0.14  -0.16  0.208
H  -5.02  -1.55  0.08  0.259
H  -6.04  -0.44  -0.87  0.437
H  -4.15  -3.55  -1.36  0.251
H  -3.06  -3.42  -2.75  0.268
H  -4.83  -3.42  -3.02  0.422
H  -5.86  -1.31  -4.02  0.327
H  -4.48  -0.28  -4.51  0.300
H  -5.71  0.35  -3.38  0.292
B  -1.25  -4.08  0.03  -0.001
N  -1.74  -2.88  0.89  -0.021
C  -2.36  -2.99  2.09  -0.504
C  -2.69  -1.71  2.53  -1.502
C  -2.23  -0.82  1.55  -0.527
N  -1.66  -1.54  0.54  1.147
N  -0.02  -3.62  -0.83  -0.060
C  1.10  -4.31  -1.08  -0.278
C  1.92  -3.55  -1.91  -1.214
C  1.22  -2.37  -2.17  -0.362
N  0.05  -2.39  -1.47  0.663
H  -2.14  -4.57  -0.65  -0.123
H  -0.92  -4.98  0.78  -0.179
H  -2.49  -3.95  2.57  0.428
H  -3.18  -1.45  3.45  0.493
H  -2.26  0.26  1.53  0.690
H  1.24  -5.29  -0.66  0.475
H  2.88  -3.82  -2.29  0.461
H  1.46  -1.56  -2.81  0.553


Question: Number 2 is which compound?
Answer: C22H50ClLiO11